{"formula": "C6H16ClNSi2", "method": "the ωB97M-V functional and the def2-TZVPD basis", "species": ["Cl", "Si", "Si", "N", "C", "C", "C", "C", "C", "C", "H", "H", "H", "H", "H", "H", "H", "H", "H", "H", "H", "H", "H", "H", "H", "H"], "positions_angstrom": [[2.911, -0.917, -0.309], [0.993, -0.436, -0.656], [-2.142, -1.080, 1.236], [-0.582, -0.755, 1.803], [0.111, -1.548, -1.914], [-0.280, 1.752, 1.770], [0.688, 1.438, -0.614], [0.851, 2.059, 0.784], [-0.181, 0.406, 2.515], [0.897, -1.755, -3.211], [-2.772, -0.110, 0.302], [1.806, 1.753, 1.216], [0.353, -2.424, -3.876], [-0.317, 1.660, -0.973], [-0.083, -2.519, -1.456], [-1.240, 1.783, 1.252], [1.870, -2.198, -3.012], [-0.808, 0.491, 3.417], [-0.282, 2.541, 2.526], [-3.104, -1.204, 2.345], [1.384, 1.938, -1.296], [-0.865, -1.120, -2.144], [0.890, 3.145, 0.654], [1.050, -0.812, -3.735], [-2.005, -2.353, 0.519], [0.855, 0.267, 2.860]], "mulliken_charge": [-0.283, 0.446, 0.468, -0.297, -0.303, -0.426, -0.629, -0.747, -0.807, -1.317, -0.158, 0.282, 0.356, 0.444, 0.323, 0.236, 0.340, 0.342, 0.360, -0.259, 0.421, 0.357, 0.354, 0.361, -0.186, 0.322], "homo_ev": [-7.7, -7.7], "de_lowest_kj_mol": 0.0, "homo_lumo_gap_ev": [7.34, 7.34]}

=====

{"formula": "C25H31BrN2OPPt", "method": "the ωB97M-V functional and the def2-TZVPD basis", "species": ["Pt", "Br", "P", "O", "N", "N", "C", "C", "C", "C", "C", "C", "C", "C", "C", "C", "C", "C", "C", "C", "C", "C", "C", "C", "C", "C", "C", "C", "C", "C", "C", "H", "H", "H", "H", "H", "H", "H", "H", "H", "H", "H", "H", "H", "H", "H", "H", "H", "H", "H", "H", "H", "H", "H", "H", "H", "H", "H", "H", "H", "H", "H"], "positions_angstrom": [[-0.553, 0.986, 0.364], [1.237, 2.608, 7.401], [-2.321, -0.355, -0.253], [-1.294, 0.928, 2.203], [0.622, 2.553, 0.963], [1.096, 0.976, -1.055], [-3.731, -1.568, -2.420], [-3.841, 0.722, -0.178], [0.492, 2.108, 5.741], [0.940, 2.661, 4.584], [1.518, 2.274, -1.211], [-3.399, -2.863, 0.692], [1.255, 3.157, -0.150], [0.954, 2.855, 2.172], [-0.526, 1.140, 5.699], [2.525, 1.758, -3.328], [-1.076, -2.262, 1.379], [2.164, 0.457, -3.135], [-3.593, 2.037, 0.570], [0.378, 2.287, 3.336], [2.220, 2.718, -2.340], [-1.072, 0.757, 4.502], [2.257, 4.941, -1.414], [1.440, 0.107, -1.984], [-5.067, 0.026, 0.418], [1.597, 4.472, -0.253], [-1.289, -2.100, -2.160], [-2.371, -1.041, -1.953], [-0.660, 1.328, 3.281], [-2.457, -1.699, 1.012], [2.582, 4.087, -2.426], [-2.829, -1.154, 1.884], [-0.335, -1.478, 1.518], [3.108, 4.438, -3.304], [-1.861, 0.017, 4.463], [2.510, 5.990, -1.488], [-1.590, -3.053, -1.723], [1.355, 5.162, 0.546], [1.752, 3.583, 2.315], [-5.900, 0.730, 0.436], [-3.022, -3.457, -0.140], [3.060, 2.062, -4.220], [-0.876, 0.698, 6.622], [-3.452, -3.521, 1.561], [-0.356, -1.808, -1.700], [-4.036, -2.451, -1.864], [1.745, 3.385, 4.605], [-1.116, -2.263, -3.225], [-4.469, 2.680, 0.467], [-4.413, -2.548, 0.459], [-0.712, -2.947, 0.611], [-2.735, 2.578, 0.172], [-3.417, 1.861, 1.629], [-3.655, -1.848, -3.472], [-4.882, -0.292, 1.445], [2.407, -0.310, -3.857], [-1.151, -2.817, 2.316], [1.169, -0.919, -1.808], [-5.381, -0.840, -0.162], [-4.519, -0.820, -2.340], [-4.041, 0.968, -1.225], [-2.124, -0.160, -2.559]], "mulliken_charge": [1.196, -0.174, -0.204, -0.634, -0.218, -0.397, -1.419, 0.534, -0.357, -0.844, 0.702, -1.607, -0.517, -0.008, -0.538, -0.560, -1.569, -1.041, -1.568, 0.506, 1.007, -0.524, -0.823, -0.160, -1.577, -0.119, -1.430, 1.018, 0.088, 0.787, -0.931, 0.210, 0.246, 0.416, 0.439, 0.410, 0.297, 0.625, 0.585, 0.489, 0.262, 0.447, 0.435, 0.469, 0.017, 0.247, 0.480, 0.495, 0.537, 0.291, 0.329, 0.293, 0.277, 0.465, 0.289, 0.413, 0.444, 0.833, 0.280, 0.342, 0.540, 0.479], "charge": 1, "homo_ev": -10.6, "de_lowest_kj_mol": 50.4, "homo_lumo_gap_ev": 7.02}

=====

{"formula": "C3H4O3", "method": "the ωB97M-V functional and the def2-TZVPD basis", "species": ["O", "O", "O", "C", "C", "C", "H", "H", "H", "H"], "positions_angstrom": [[-0.306, -2.049, 0.745], [1.600, -0.901, 0.402], [-0.320, 0.105, 1.120], [-0.113, 1.223, -1.029], [0.441, -0.943, 0.718], [-0.587, 1.110, 0.206], [-0.478, 2.037, -1.647], [0.627, 0.546, -1.446], [-1.308, 1.794, 0.646], [0.247, -2.774, 0.424]], "mulliken_charge": [-0.428, -0.494, -0.308, -0.698, 0.643, 0.071, 0.248, 0.259, 0.357, 0.349], "homo_ev": -9.8, "de_lowest_kj_mol": 96.8, "smiles": "C=COC(=O)O", "homo_lumo_gap_ev": 10.44}

=====

{"formula": "C4H9N2", "method": "the ωB97M-V functional and the def2-TZVPD basis", "species": ["N", "N", "C", "C", "C", "C", "H", "H", "H", "H", "H", "H", "H", "H", "H"], "positions_angstrom": [[0.272, 0.819, -1.679], [-1.053, -1.004, 1.353], [1.316, -0.392, 1.260], [-0.102, -0.295, 0.741], [-0.567, 0.338, -0.473], [-0.699, 1.755, -1.221], [0.258, 0.476, -2.737], [1.792, 0.592, 1.352], [1.811, -1.057, 0.631], [-0.955, -1.790, 2.012], [1.285, 1.091, -1.432], [1.435, -0.912, 2.187], [-1.942, -1.129, 0.834], [-1.510, 1.718, -1.886], [-1.342, -0.210, -0.942]], "mulliken_charge": [-0.253, -0.400, -1.295, 0.989, -0.347, -0.570, 0.336, 0.354, 0.397, 0.275, 0.349, 0.408, 0.256, 0.232, 0.269], "charge": 1, "homo_ev": [-11.9, -11.9], "de_lowest_kj_mol": 522.7, "homo_lumo_gap_ev": [7.00, 7.00]}

=====

{"formula": "C3H10N2O2", "method": "the ωB97M-V functional and the def2-TZVPD basis", "species": ["O", "O", "N", "N", "C", "C", "C", "H", "H", "H", "H", "H", "H", "H", "H", "H", "H"], "positions_angstrom": [[-1.088, 0.574, 3.535], [0.332, 0.668, 0.996], [0.695, -2.416, -0.741], [-0.317, -0.191, -0.973], [0.144, 0.819, -0.194], [0.457, 2.103, -0.942], [-0.481, -1.597, -0.563], [-0.188, 2.907, -0.596], [1.474, 2.335, -0.678], [0.393, 1.964, -2.014], [-0.444, 0.231, 4.161], [-1.286, -1.965, -1.189], [0.857, -2.600, -1.720], [-0.691, 0.064, -1.876], [-0.598, 0.622, 2.700], [1.508, -1.925, -0.391], [-0.766, -1.591, 0.483]], "mulliken_charge": [-0.652, -0.747, -0.587, -0.238, 0.693, -0.980, -0.544, 0.267, 0.276, 0.331, 0.307, 0.369, 0.239, 0.236, 0.433, 0.254, 0.342], "homo_ev": -9.8, "de_lowest_kj_mol": 51.2, "smiles": "CC(=O)NCN.O", "homo_lumo_gap_ev": 10.46}

=====

{"formula": "C8H15LiNO8", "method": "the ωB97M-V functional and the def2-TZVPD basis", "species": ["O", "O", "O", "O", "O", "O", "O", "O", "N", "C", "C", "C", "C", "C", "C", "C", "C", "Li", "H", "H", "H", "H", "H", "H", "H", "H", "H", "H", "H", "H", "H", "H", "H"], "positions_angstrom": [[1.491, -1.836, -0.723], [-1.915, 2.720, -1.494], [-1.359, 4.093, -3.194], [-2.185, 2.043, -3.636], [0.834, 0.090, 2.808], [-3.536, -2.583, -0.538], [-2.301, -1.303, -1.947], [-2.929, -0.478, 0.023], [0.156, 0.549, -0.049], [1.171, -0.857, -1.707], [1.786, -3.077, -1.269], [0.314, 1.547, 0.998], [-1.841, 2.936, -2.799], [1.209, 0.499, -1.058], [-0.105, 1.057, 2.365], [-2.927, -1.468, -0.837], [0.751, -0.186, 4.176], [-1.730, 0.826, -0.881], [2.131, -3.738, -0.478], [2.565, -2.975, -2.057], [-0.317, 2.403, 0.715], [0.939, -3.503, -1.828], [1.338, 1.953, 1.065], [1.067, 1.321, -1.761], [-0.260, -0.543, 4.415], [-0.123, 1.928, 3.037], [2.195, 0.604, -0.564], [1.027, 0.692, 4.773], [0.098, -0.364, 0.393], [-1.125, 0.657, 2.300], [0.195, -1.078, -2.160], [1.431, -1.012, 4.390], [1.957, -0.917, -2.480]], "mulliken_charge": [-0.235, -0.915, -0.930, -0.779, -0.232, -0.953, -0.776, -0.873, 0.151, -0.613, -0.826, -0.883, 0.603, -0.722, -0.618, 0.720, -0.816, 0.866, 0.204, 0.286, 0.374, 0.340, 0.306, 0.291, 0.319, 0.465, 0.334, 0.284, 0.189, 0.390, 0.340, 0.217, 0.494], "charge": -3, "homo_ev": 3.9, "de_lowest_kj_mol": 0.0, "homo_lumo_gap_ev": 2.44}

=====

no.,molar mass (g/mol)
1,193.826
2,681.492
3,88.062
4,85.130
5,106.125
6,260.148